(1)
{"formula": "C54H68N2O2P2SiTi", "method": "ωB97M-V/def2-TZVPD", "multiplicity": 3, "total_charge": 0, "largest_force_ev_per_a": 0.64, "elements": ["Ti", "C", "Si", "C", "C", "C", "C", "C", "C", "P", "C", "C", "C", "C", "C", "C", "C", "C", "C", "C", "C", "C", "C", "C", "C", "C", "C", "C", "P", "C", "C", "C", "C", "C", "C", "C", "C", "C", "C", "C", "C", "H", "H", "H", "H", "H", "H", "H", "H", "H", "H", "H", "H", "H", "H", "H", "H", "H", "H", "H", "H", "H", "H", "H", "H", "H", "H", "H", "H", "H", "H", "H", "H", "H", "H", "H", "H", "H", "H", "H", "H", "H", "H", "H", "H", "H", "H", "H", "H", "H", "H", "H", "H", "H", "H", "H", "C", "O", "C", "C", "C", "C", "C", "C", "N", "N", "C", "C", "O", "C", "C", "C", "C", "C", "C", "C", "C", "H", "H", "H", "H", "H", "H", "H", "H", "H", "H", "H", "H", "H"], "positions_angstrom": [[-0.94390, 0.38443, -0.84399], [-1.11337, -2.69713, -2.88620], [-0.33331, -2.08749, -1.26424], [-1.29230, -3.04750, 0.12479], [-1.56788, -4.41423, -0.03755], [-2.25691, -5.15513, 0.90799], [-2.71069, -4.54442, 2.07119], [-2.47049, -3.19535, 2.25952], [-1.77593, -2.44749, 1.30183], [-1.51241, -0.65852, 1.57343], [-0.90021, -0.57880, 3.30691], [-0.82051, 0.84680, 3.85873], [-0.34200, 0.83901, 5.30996], [1.01351, 0.14869, 5.43553], [0.96158, -1.26813, 4.87155], [0.46046, -1.27061, 3.43060], [-3.19914, 0.09805, 1.58579], [-4.11556, -0.12065, 2.79461], [-5.36317, 0.79100, 2.70077], [-5.66040, 1.18228, 1.25409], [-4.51888, 2.03607, 0.67724], [-3.16108, 1.60139, 1.25021], [1.40722, -2.90277, -1.36755], [1.48653, -4.18392, -1.94279], [2.69044, -4.77627, -2.27921], [3.87885, -4.08090, -2.07758], [3.83332, -2.82576, -1.50171], [2.61803, -2.24210, -1.11290], [2.59931, -0.61329, -0.26806], [3.74134, 0.42222, -1.34371], [3.12520, 1.81745, -1.54137], [3.87028, 2.63064, -2.59520], [5.35111, 2.75020, -2.25016], [5.97357, 1.37208, -2.05206], [5.22849, 0.56405, -0.98814], [3.42988, -0.99928, 1.35630], [3.58724, 0.30796, 2.18655], [4.84194, 0.29766, 3.05740], [4.91787, -1.00154, 3.85382], [4.93830, -2.23872, 2.92377], [4.67343, -1.88555, 1.45590], [-1.66107, -3.63897, -2.77730], [-0.33779, -2.84830, -3.64229], [-1.81731, -1.96227, -3.28028], [-1.24114, -4.92075, -0.93717], [-2.44397, -6.20899, 0.73811], [-3.25124, -5.11242, 2.81860], [-2.82961, -2.72014, 3.16642], [-1.62909, -1.12816, 3.91545], [-1.78634, 1.35051, 3.77976], [-0.11369, 1.42903, 3.25934], [-1.07804, 0.31220, 5.92855], [-0.28889, 1.86174, 5.68978], [1.34169, 0.13545, 6.47665], [1.76184, 0.72890, 4.87902], [0.29104, -1.88042, 5.48565], [1.94726, -1.73854, 4.92324], [0.41152, -2.28861, 3.03955], [1.17505, -0.72549, 2.80365], [-3.64923, -0.40360, 0.72563], [-3.58580, 0.09035, 3.72880], [-4.42156, -1.16787, 2.83410], [-5.20287, 1.70094, 3.28742], [-6.22194, 0.28840, 3.14872], [-6.60311, 1.72716, 1.18757], [-5.79264, 0.27635, 0.65495], [-4.68966, 3.08802, 0.91730], [-4.50440, 1.95832, -0.41248], [-2.93613, 2.16524, 2.16158], [-2.35080, 1.87243, 0.55759], [0.57442, -4.71721, -2.18330], [2.70302, -5.76208, -2.72892], [4.82875, -4.51482, -2.36678], [4.76064, -2.28721, -1.34663], [3.69098, -0.08808, -2.31233], [3.16000, 2.36085, -0.58804], [2.07052, 1.72905, -1.80603], [3.41428, 3.61832, -2.69370], [3.76176, 2.13727, -3.56790], [5.46006, 3.33052, -1.32539], [5.88288, 3.30183, -3.02822], [7.02766, 1.46266, -1.77859], [5.94151, 0.82321, -3.00046], [5.33358, 1.07022, -0.02610], [5.70289, -0.40925, -0.87924], [2.64633, -1.58635, 1.83199], [2.71609, 0.42412, 2.84407], [3.59377, 1.18779, 1.54244], [4.83299, 1.15871, 3.72913], [5.73339, 0.40548, 2.43172], [4.04695, -1.04712, 4.51786], [5.79341, -0.99491, 4.50481], [4.17819, -2.95534, 3.24821], [5.89575, -2.75819, 2.99918], [4.52437, -2.80655, 0.89043], [5.54783, -1.39382, 1.02758], [0.95772, 2.30333, 0.93248], [0.27026, 2.10209, -0.30311], [0.12696, 3.20471, -1.14582], [0.69021, 4.43475, -0.87306], [0.45855, 5.49526, -1.74149], [-0.35760, 5.30334, -2.84260], [-0.95262, 4.07208, -3.08050], [-0.72102, 2.98605, -2.23510], [-1.35368, 1.73281, -2.34243], [-2.28672, 1.74476, -3.31825], [-3.25113, 0.80036, -3.31357], [-3.45460, -0.17137, -2.32285], [-2.59998, -0.31083, -1.30359], [-4.55530, -1.05236, -2.37256], [-5.46131, -0.98630, -3.38683], [-5.30785, -0.02581, -4.43036], [-6.23478, 0.04701, -5.49486], [-6.08488, 0.96539, -6.49757], [-4.99051, 1.85020, -6.47095], [-4.07763, 1.79874, -5.45026], [-4.21275, 0.86215, -4.40286], [0.40244, 3.01145, 1.54756], [1.00708, 1.33332, 1.40622], [1.96513, 2.66252, 0.74583], [1.31956, 4.57880, -0.00613], [0.90746, 6.45900, -1.54152], [-0.55445, 6.12525, -3.52057], [-1.62201, 3.93101, -3.91483], [-4.63600, -1.78865, -1.58102], [-6.30219, -1.66937, -3.42127], [-7.07094, -0.64448, -5.50149], [-6.80021, 1.01146, -7.30922], [-4.86768, 2.57583, -7.26572], [-3.23341, 2.47342, -5.43144]], "lowdin_charge": [0.763, -0.200, 0.631, -0.258, -0.095, -0.078, -0.082, -0.099, -0.358, 1.080, -0.433, -0.198, -0.188, -0.200, -0.184, -0.205, -0.439, -0.183, -0.182, -0.193, -0.167, -0.206, -0.283, -0.110, -0.080, -0.082, -0.115, -0.377, 1.115, -0.413, -0.228, -0.188, -0.206, -0.198, -0.202, -0.423, -0.209, -0.198, -0.182, -0.174, -0.206, 0.027, 0.032, 0.010, 0.083, 0.103, 0.102, 0.090, 0.106, 0.093, 0.094, 0.118, 0.112, 0.111, 0.103, 0.120, 0.096, 0.117, 0.068, 0.094, 0.097, 0.102, 0.112, 0.107, 0.109, 0.110, 0.112, 0.109, 0.107, 0.073, 0.085, 0.102, 0.102, 0.090, 0.117, 0.091, 0.091, 0.108, 0.121, 0.114, 0.108, 0.109, 0.118, 0.106, 0.087, 0.080, 0.078, 0.080, 0.112, 0.108, 0.089, 0.105, 0.108, 0.106, 0.099, 0.097, -0.078, -0.266, -0.236, -0.030, -0.096, -0.089, -0.012, -0.202, -0.093, 0.074, -0.165, -0.310, -0.293, -0.014, -0.029, -0.174, -0.046, -0.094, -0.087, -0.028, -0.092, 0.113, 0.045, 0.070, 0.109, 0.100, 0.102, 0.096, 0.121, 0.109, 0.108, 0.098, 0.098, 0.096]}


(2)
{"formula": "C55H37BrClF3N6O11RbSb", "method": "ωB97M-V/def2-TZVPD", "multiplicity": 1, "total_charge": -2, "relative_energy_ev": 0.080, "largest_force_ev_per_a": 0.95, "elements": ["Rb", "N", "C", "C", "C", "C", "C", "C", "C", "C", "N", "C", "H", "H", "H", "H", "H", "H", "H", "H", "C", "O", "C", "C", "C", "Br", "C", "C", "C", "O", "C", "N", "C", "C", "C", "C", "C", "C", "N", "H", "H", "H", "H", "H", "H", "H", "H", "H", "H", "H", "O", "C", "O", "C", "C", "C", "C", "C", "C", "O", "N", "O", "O", "N", "O", "O", "H", "H", "F", "C", "C", "C", "C", "C", "C", "Sb", "C", "C", "C", "C", "F", "C", "C", "C", "C", "C", "C", "F", "C", "C", "H", "H", "H", "H", "H", "H", "H", "H", "H", "H", "H", "H", "Cl", "C", "C", "C", "C", "C", "C", "C", "O", "O", "H", "H", "H", "H"], "positions_angstrom": [[0.50185, 0.84468, -0.34945], [3.15817, 0.31499, 1.60100], [3.90695, -0.81380, 1.53861], [5.12840, -0.95614, 2.16476], [5.86714, -2.14832, 2.05670], [5.42001, -3.21261, 1.32880], [4.18097, -3.09889, 0.64997], [3.65753, -4.13321, -0.16123], [2.48451, -3.95064, -0.82488], [1.80348, -2.72204, -0.66226], [2.23787, -1.75770, 0.09742], [3.42310, -1.91961, 0.74793], [3.38581, 1.04203, 2.27469], [2.14448, 0.22480, 1.55295], [5.50560, -0.13815, 2.76044], [6.81066, -2.21776, 2.58243], [5.98750, -4.12772, 1.26103], [4.20792, -5.06251, -0.24953], [2.05910, -4.71559, -1.45675], [0.86310, -2.55818, -1.17202], [4.13323, -1.28284, -2.83789], [3.14277, -0.28339, -2.89204], [3.10053, 0.49216, -4.01320], [3.81165, 0.22376, -5.17302], [3.69439, 1.10141, -6.24840], [4.68161, 0.71528, -7.83409], [2.91068, 2.22179, -6.19430], [2.19650, 2.49416, -5.01992], [2.26599, 1.62921, -3.93593], [1.60574, 1.88776, -2.78922], [1.42165, 3.75074, -4.99406], [1.53277, 4.65320, -5.94792], [0.65223, 5.64682, -5.57564], [0.34128, 6.85415, -6.20372], [-0.59152, 7.67109, -5.60301], [-1.21649, 7.30555, -4.39595], [-0.92137, 6.11943, -3.75823], [0.02426, 5.30518, -4.37343], [0.54253, 4.08760, -4.01634], [5.12068, -0.85989, -3.04635], [3.92231, -2.08553, -3.55112], [4.11692, -1.67925, -1.82866], [4.43813, -0.64839, -5.25504], [2.83903, 2.91220, -7.02012], [0.64702, 1.49319, -2.81941], [0.81821, 7.12482, -7.13376], [-0.85238, 8.61310, -6.06538], [-1.95059, 7.96730, -3.95916], [-1.39380, 5.82652, -2.83590], [0.26900, 3.55951, -3.18078], [-1.05266, 3.06679, -2.06401], [-1.44954, 1.89228, -2.17684], [-0.75962, 0.95482, -2.67329], [-2.80053, 1.58137, -1.58907], [-3.85356, 2.37287, -1.95186], [-5.10680, 2.20695, -1.35031], [-5.27964, 1.30891, -0.31745], [-4.19053, 0.56635, 0.09526], [-2.91208, 0.56851, -0.54182], [-1.97832, -0.20641, -0.27833], [-4.40715, -0.31277, 1.23510], [-3.43475, -0.59267, 1.92529], [-5.53240, -0.74022, 1.42893], [-6.22942, 3.00923, -1.78267], [-7.30028, 2.85016, -1.22094], [-6.05584, 3.78345, -2.70675], [-3.71185, 3.14326, -2.69640], [-6.23827, 1.19149, 0.17111], [-4.32283, -3.24829, 7.02632], [-3.57048, -2.99504, 5.91319], [-3.83832, -3.69235, 4.75556], [-3.06488, -3.42967, 3.63236], [-2.04251, -2.49472, 3.66447], [-1.81437, -1.80348, 4.85070], [-2.56931, -2.04572, 5.98711], [-0.71511, -2.03332, 2.02702], [0.79419, -3.25139, 3.00433], [1.86648, -2.56670, 3.56393], [2.84377, -3.21387, 4.31160], [2.72499, -4.57425, 4.49264], [3.68191, -5.23670, 5.21586], [1.66428, -5.29710, 3.97987], [0.70129, -4.61949, 3.24841], [-1.45880, -3.59567, 0.73464], [-2.69598, -3.39802, 0.12357], [-3.24061, -4.33675, -0.73861], [-2.51814, -5.48312, -0.99927], [-3.04367, -6.42137, -1.84745], [-1.28259, -5.71770, -0.43366], [-0.76887, -4.76439, 0.43587], [-4.63892, -4.41890, 4.73732], [-3.28286, -3.97275, 2.71975], [-1.03605, -1.05399, 4.90590], [-2.39595, -1.51179, 6.91093], [1.95167, -1.50052, 3.43274], [3.68391, -2.67778, 4.73012], [1.59638, -6.36104, 4.16318], [-0.14770, -5.18159, 2.87402], [-3.24618, -2.48954, 0.30412], [-4.19777, -4.18040, -1.21157], [-0.74660, -6.62544, -0.66496], [0.19904, -4.95561, 0.88723], [-4.02843, 5.81753, 3.48790], [-2.65521, 4.74833, 3.27276], [-1.42042, 5.14258, 3.75528], [-0.33275, 4.30482, 3.57751], [-0.48150, 3.08158, 2.93238], [-1.73964, 2.70418, 2.46993], [-2.83574, 3.53983, 2.62701], [0.71909, 2.16243, 2.72116], [1.83835, 2.56845, 3.05848], [0.44598, 1.05743, 2.18475], [-1.31437, 6.09645, 4.25421], [0.65241, 4.58054, 3.91846], [-1.85222, 1.73575, 2.00328], [-3.80890, 3.25388, 2.25517]], "lowdin_charge": [1.079, 0.141, -0.267, -0.036, -0.102, -0.069, -0.174, -0.018, -0.055, -0.157, 0.095, -0.185, 0.093, 0.001, 0.106, 0.096, 0.098, 0.113, 0.104, 0.120, -0.067, -0.062, -0.187, -0.072, -0.677, 0.680, -0.086, -0.051, -0.189, -0.063, -0.245, 0.158, -0.241, -0.041, -0.123, -0.111, -0.008, -0.181, 0.194, 0.103, 0.099, 0.070, 0.089, 0.099, 0.023, 0.097, 0.084, 0.090, 0.109, 0.110, -0.010, -0.679, -0.119, -0.037, 0.059, -0.160, 0.066, -0.076, -0.346, -0.171, -0.338, 0.008, 0.054, -0.378, 0.033, 0.045, 0.131, 0.127, 0.019, -0.282, -0.018, -0.105, -0.370, -0.118, -0.019, 1.626, -0.355, -0.125, -0.010, -0.275, 0.019, -0.018, -0.125, -0.354, -0.112, -0.002, -0.275, 0.021, -0.019, -0.141, 0.111, 0.094, 0.102, 0.112, 0.090, 0.116, 0.110, 0.092, 0.082, 0.118, 0.110, 0.075, 0.612, -0.664, -0.118, -0.022, -0.116, 0.001, -0.089, -0.667, -0.013, -0.309, 0.095, 0.110, 0.102, 0.102]}


Computed energy, in the same sequence as the records: -113749.526; -187011.352 eV.